1.
Below is a structure of composition C27H26NO2P2Sn, with properties calculated with ωB97M-V/def2-TZVPD.

Structure (XYZ):
```
59
Properties=species:S:1:pos:R:3:forces:R:3
Sn -0.43922 0.91464 0.31269 -0.1 0.2 -0.1
P 2.39677 0.06997 0.42281 0.0 0.0 0.2
P 0.56257 -0.15243 2.53978 0.1 0.0 -0.1
O -2.64496 0.76024 1.24815 -0.2 0.3 0.4
O -3.24143 -1.08916 0.20587 0.1 -0.1 -0.1
N 2.13009 0.32629 2.10694 0.1 0.0 0.0
C -2.36233 -0.16056 0.50100 0.3 -0.4 -0.3
C -0.38617 0.00049 5.16627 0.0 0.0 0.0
C -0.11590 -4.13710 2.18094 0.0 0.0 0.0
C 3.16904 2.75265 0.62104 0.0 0.0 0.0
C 5.40066 -3.39746 0.40718 0.0 0.0 0.0
C 3.75168 3.91637 0.13458 0.0 0.0 0.0
C 4.50006 2.72704 -1.81876 0.0 0.0 0.0
C 5.00361 -1.02374 0.37275 0.0 0.0 0.0
C 0.71670 -4.68597 3.14612 0.0 0.0 0.0
C 4.41670 3.90359 -1.08246 0.0 0.0 0.0
C -0.69834 0.69767 6.32550 0.0 0.0 0.0
C 1.47258 -3.86134 3.97260 0.0 0.0 0.0
C 3.25834 0.31381 3.05218 0.0 0.0 -0.1
C 3.92159 1.56442 -1.33624 0.0 0.0 0.0
C 5.88401 -2.09527 0.40088 0.0 0.0 0.0
C 3.62983 -1.25552 0.34531 -0.1 -0.1 0.0
C 4.03294 -3.63494 0.37881 0.0 0.0 0.0
C 1.40064 -2.48421 3.83582 0.0 0.0 0.0
C 0.19516 0.67094 4.09327 0.1 0.1 0.0
C 3.26003 1.56899 -0.10624 0.1 0.0 0.0
C -0.43421 2.05613 6.41471 0.0 0.0 0.0
C -0.18303 -2.75801 2.03403 0.1 0.0 0.1
C 0.57381 -1.92547 2.85832 -0.1 -0.1 -0.1
C 3.14933 -2.56668 0.34082 0.0 0.0 0.0
C 0.44078 2.04510 4.17926 0.0 0.0 0.0
C 0.13322 2.73283 5.33994 0.0 0.0 0.0
C -2.84413 -2.12109 -0.71499 0.0 0.1 0.1
H 6.95064 -1.91274 0.41852 0.0 0.0 0.0
H 4.87066 4.81083 -1.46055 0.0 0.0 0.0
H 2.11602 -4.29381 4.72896 0.0 0.0 0.0
H -0.67510 2.59350 7.32287 0.0 0.0 0.0
H 2.08073 -2.75109 0.30926 0.0 0.0 0.0
H 3.99217 0.64802 -1.91295 0.0 0.0 0.0
H -0.71000 -4.78184 1.54587 0.0 0.0 0.0
H 0.32754 3.79564 5.40647 0.0 0.0 0.0
H 5.01679 2.71729 -2.77022 0.0 0.0 0.0
H -1.79880 -2.00306 -0.99371 0.1 0.0 0.0
H 2.64855 2.76375 1.57115 0.0 0.0 0.0
H -3.47223 -2.04783 -1.59656 0.0 0.0 0.0
H 5.38813 -0.01079 0.36964 0.0 0.0 0.0
H 0.87584 2.57215 3.33651 0.0 0.0 0.0
H 3.68490 4.83293 0.70749 0.0 0.0 0.0
H 3.65514 -4.64939 0.37529 0.0 0.0 0.0
H 3.70490 -0.67944 3.12724 0.0 0.0 0.0
H -0.82429 -2.32194 1.27895 0.0 0.0 0.0
H 2.92147 0.63505 4.03695 0.0 0.0 0.0
H 0.77279 -5.76182 3.26264 0.0 0.1 0.0
H 4.02277 1.01030 2.70989 0.0 0.0 0.0
H -3.00169 -3.08006 -0.22900 0.0 0.0 0.0
H 6.09304 -4.22944 0.42670 0.0 0.0 0.0
H -0.60282 -1.05766 5.10001 0.0 0.0 0.0
H -1.15100 0.17703 7.15963 0.0 0.0 0.0
H 1.98262 -1.84790 4.49275 0.0 0.0 0.0
```
Positions in Å, forces in eV/Å.

Summary:
E_tot ... -58409.5733 eV
Gap between HOMO and LUMO ... 8.420 eV
Charge ... +1
LUMO level ... -0.11028 hartree


2.
Below is the molecule C27H21BrN2O7 at a distorted geometry, with properties calculated with ωB97M-V/def2-TZVPD.

Structure (XYZ):
```
58
Properties=species:S:1:pos:R:3:forces:R:3
Br -3.05151 3.11841 0.01584 0.2 0.0 0.0
O 11.09596 -1.45180 -0.05903 0.4 0.3 0.0
O -1.99271 -1.89602 0.43022 -0.2 0.2 0.1
O -3.61952 -1.06021 -1.62943 -0.2 0.2 0.2
O 9.38629 -2.86957 0.12900 0.0 0.1 0.0
O -3.67314 0.21454 0.23119 0.2 0.0 0.4
O -9.72638 -1.48392 0.02444 0.2 -0.1 -0.2
O 4.38999 2.18757 -0.08593 0.1 0.2 0.0
N 5.31055 0.09960 0.04587 -0.2 -0.4 0.0
N 2.94587 -2.20060 0.37217 0.0 -0.1 0.0
C 2.88440 -1.05759 0.25222 -0.2 -0.8 0.1
C 6.68122 0.35961 -0.02769 0.5 0.2 0.0
C -0.45505 1.93552 0.06483 0.3 -0.2 0.0
C -4.24108 -0.60162 -0.70718 0.3 -0.2 -0.6
C 4.27786 0.98467 0.01272 0.0 -0.1 0.0
C 2.92042 0.33846 0.10973 -0.4 1.3 -0.1
C -7.69504 -0.37320 0.78235 -0.4 0.0 0.1
C -1.42605 -0.68867 0.27567 -0.1 0.3 0.1
C -8.40518 -1.21378 -0.07433 0.3 0.0 -0.1
C -2.12203 -4.25738 0.38251 0.2 0.4 0.0
C -0.06192 -0.44063 0.22490 -0.1 -0.2 0.0
C 0.43903 0.86116 0.11549 -0.8 0.0 0.0
C -7.73287 -1.84344 -1.12927 -0.2 0.0 0.1
C 8.91876 -0.54094 -0.04283 -0.2 0.4 0.0
C 7.54378 -0.72980 0.02633 0.2 0.1 0.0
C -1.18555 -3.06131 0.35833 0.2 -0.4 0.0
C -6.34325 -0.16932 0.58901 0.3 -0.1 -0.2
C 9.78760 -1.73759 0.01917 0.0 -0.6 0.1
C -10.47345 -0.87958 1.05522 -0.1 0.1 0.2
C 7.20857 1.64402 -0.15159 -0.1 0.1 0.0
C 9.44238 0.74373 -0.16684 0.0 -0.2 0.0
C -1.81199 1.69009 0.09815 -0.5 -0.1 0.0
C -2.31656 0.40152 0.19057 0.3 0.0 -0.2
C 8.57961 1.82262 -0.21972 0.0 -0.1 0.0
C 1.84649 1.16142 0.05657 0.7 -0.3 0.0
C -6.38938 -1.63434 -1.31973 0.1 0.1 0.1
C -5.67517 -0.79489 -0.45974 -0.3 0.0 0.2
H 6.54446 2.49102 -0.19398 0.0 0.0 0.0
H -0.60269 -3.05195 -0.57062 0.0 0.1 0.1
H -1.54663 -5.17563 0.31326 0.0 -0.1 0.0
H 7.16410 -1.73705 0.12217 0.0 -0.1 0.0
H -5.86299 -2.11146 -2.13202 0.0 0.0 -0.1
H -2.81017 -4.19880 -0.45636 -0.1 0.0 -0.1
H -11.49304 -1.23935 0.92799 0.1 0.1 0.0
H -0.49505 -3.09105 1.21174 0.0 0.1 -0.1
H 5.07776 -0.88285 0.13259 0.0 0.2 0.0
H -10.46170 0.21134 0.97197 0.0 0.0 0.0
H 0.62659 -1.26513 0.27708 -0.1 -0.1 0.0
H -8.18797 0.12757 1.60042 -0.1 0.0 0.1
H 11.61212 -2.27166 -0.01366 -0.3 0.0 0.0
H -0.09253 2.94854 -0.01086 0.0 0.1 0.0
H -8.29932 -2.48861 -1.78170 -0.1 -0.1 -0.1
H -5.80220 0.48615 1.25307 0.0 0.0 0.1
H -2.69769 -4.26335 1.30416 0.0 0.0 0.1
H 2.09848 2.21203 -0.04764 0.1 0.0 0.0
H -10.10628 -1.17524 2.04276 0.0 0.0 0.0
H 10.50994 0.88274 -0.22009 0.1 0.0 0.0
H 8.97537 2.82219 -0.31579 0.0 0.1 0.0
```
Positions in Å, forces in eV/Å.

Summary:
E_tot ... -115695.5522 eV
Gap between HOMO and LUMO ... 7.791 eV
LUMO level ... -0.03515 hartree


3.
Below is a structure of composition C12H27Cl2IrN2OP2S at a distorted geometry, with properties calculated with ωB97M-V/def2-TZVPD.

Structure (XYZ):
```
48
Properties=species:S:1:pos:R:3:forces:R:3
Ir 0.06567 -0.05473 -0.55666 2.4 0.0 -0.1
Cl 1.90534 0.22886 0.89885 -0.2 0.1 -0.5
Cl 1.63311 -0.06879 -2.46818 1.2 -0.1 -0.6
S -1.53530 -0.20527 0.97421 -2.2 0.3 2.9
P 0.19575 2.29221 -0.94051 0.2 2.4 -0.7
P 0.42951 -2.41432 -0.74703 0.4 -2.5 -0.2
O -2.37837 -0.85786 -1.65914 2.3 0.9 -0.5
N -0.17279 -0.14708 3.37765 0.9 0.6 1.2
N -1.37336 1.60734 2.97442 0.1 0.7 1.4
C 1.83675 3.02141 -0.59986 -0.1 -0.4 0.1
C -0.22701 2.97007 -2.58552 -0.1 -0.5 0.2
C -0.95357 3.15510 0.17881 -0.2 -0.3 0.1
C -1.16234 -0.10904 -3.54564 -0.3 0.5 -0.7
C 2.11003 -2.92097 -0.24676 -0.1 0.4 -0.1
C -0.97693 0.42042 2.45420 -0.7 -0.5 -0.6
C -0.72539 -3.32459 0.34138 0.0 0.4 0.0
C -1.32780 -0.39426 -2.08561 -2.8 -0.6 -0.1
C 0.16748 -3.20991 -2.37308 0.0 0.5 0.1
C -0.03932 0.70507 4.46532 0.7 -2.3 -1.0
C -0.79603 1.79807 4.21971 -1.6 1.2 -1.6
C 0.45471 -1.45988 3.27384 0.4 -0.3 0.3
H -0.16780 4.06543 -2.53847 0.0 -0.2 0.1
H -0.87698 -3.09013 -2.68322 0.2 -0.1 0.0
H -2.15344 0.11575 -3.96813 0.2 -0.2 0.1
H 1.03120 -1.51367 2.34586 -0.2 0.0 0.3
H -0.57841 -3.04582 1.38904 0.0 -0.1 -0.3
H 2.59805 2.42456 -1.11406 0.0 0.2 0.1
H -0.94585 4.22504 -0.06343 0.0 -0.2 0.0
H -1.75553 -3.09451 0.04720 0.1 -0.1 0.1
H 1.14246 -1.55312 4.12192 -0.2 -0.1 -0.3
H 2.26408 -2.72357 0.81869 0.0 0.0 -0.2
H -1.96325 2.75149 0.03841 0.1 0.2 0.0
H 0.40002 -4.27888 -2.28004 -0.1 0.2 0.0
H -0.29755 -2.25129 3.31427 0.0 0.2 0.2
H -0.64847 3.01214 1.22066 0.2 0.2 -0.4
H -0.54022 -4.39926 0.21862 0.0 0.2 0.0
H 0.83186 -2.74860 -3.11088 -0.1 -0.2 0.0
H 2.02827 3.00382 0.47775 0.0 0.0 -0.3
H 0.48704 2.59889 -3.32761 -0.1 0.2 0.1
H -0.48974 0.73087 -3.72837 -0.1 -0.4 0.1
H -0.99479 2.67246 4.81490 0.1 0.1 0.1
H -1.24497 2.67644 -2.86132 0.2 0.2 -0.1
H 0.57991 0.43730 5.30269 0.0 0.0 0.2
H 1.86374 4.05341 -0.97152 -0.1 -0.2 0.0
H 2.23665 -3.99202 -0.45077 -0.1 0.2 0.0
H -2.01483 2.23906 2.50394 0.0 -0.1 0.3
H 2.83417 -2.34264 -0.83057 0.0 -0.2 0.2
H -0.75576 -1.00497 -4.03601 -0.1 0.2 0.1
```
Positions in Å, forces in eV/Å.

Summary:
E_tot ... -75175.7824 eV
2S+1 ... 6
Gap between HOMO and LUMO (alpha / beta) ... 6.799 / 4.377 eV
Charge ... +3
LUMO level (alpha / beta) ... -0.34384 / -0.53107 hartree
Relative energy (zero: lowest compared OMol25 entry of this formula, charge and spin) ... 0.00 kcal per mole


4.
Below is a structure of composition C5H7N3O at a distorted geometry, with properties calculated with ωB97M-V/def2-TZVPD.

Structure (XYZ):
```
16
Properties=species:S:1:pos:R:3:forces:R:3
O -2.26835 -0.93446 -0.18819 0.1 -2.0 0.4
N -2.72969 1.26996 0.26123 -0.3 1.1 0.0
N 0.02690 1.94607 0.03124 -1.1 4.2 0.7
N 2.07399 -0.36736 0.00105 2.3 0.9 -1.2
C -1.98210 0.30115 0.10671 5.5 0.6 -0.6
C -0.11473 0.66854 0.03723 -4.1 -4.2 0.6
C -1.25464 -1.91888 -0.07308 2.3 0.2 -0.6
C 0.12133 -1.65836 -0.10439 -4.3 -3.3 1.4
C 0.69064 -0.41027 0.10207 -0.5 1.9 -1.1
H 2.60320 -0.16475 0.82258 0.0 0.0 0.8
H -0.91149 2.31033 0.35250 1.3 0.6 -0.8
H -1.66197 -2.93454 -0.01638 0.0 0.7 -0.3
H 0.76060 -2.55456 -0.01741 -0.4 0.6 -0.2
H 2.42076 0.28945 -0.70715 -0.3 -0.4 0.3
H 0.56656 2.52430 -0.62318 -0.3 -0.7 0.6
H -3.71257 1.07182 0.14595 -0.3 -0.1 0.2
```
Positions in Å, forces in eV/Å.

Summary:
E_tot ... -11813.1693 eV
Gap between HOMO and LUMO ... 8.258 eV
LUMO level ... 0.03367 hartree
Relative energy (zero: lowest compared OMol25 entry of this formula, charge and spin) ... 74.26 kcal per mole